--- w ---
Below is a cluster of 2 separate species, CH3FIN in total, with properties calculated with ωB97M-V/def2-TZVPD.

Last columns: bonded neighbours and bond lengths (Å).
CARTESIAN COORDINATES (ANGSTROEM)
1 F -1.417 0.666 1.623  no bonds
2 N -0.410 0.612 -0.265  I3 1.938, C5 1.377
3 I -1.947 0.123 -1.339  N2 1.938
4 H 0.418 -1.302 -0.247  C5 1.123
5 C 0.678 -0.218 -0.114  N2 1.377, H4 1.123, H6 1.100, H7 1.045
6 H 1.608 0.220 -0.506  C5 1.100
7 H 1.070 -0.100 0.848  C5 1.045

Output
Net charge = 0
Multiplicity = 1
Gap between HOMO and LUMO (spin up / spin down) = 7.50 / 7.52 eV
HOMO (spin up / spin down) = -9.932 / -9.950 eV

natural (NBO) charges, unit e, in atom order: atom 1 (F): -0.530, atom 2 (N): -0.278, atom 3 (I): 0.563, atom 4 (H): 0.200, atom 5 (C): -0.526, atom 6 (H): 0.279, atom 7 (H): 0.292

***

--- x ---
Below is the molecule CH3FIN, with properties calculated with ωB97M-V/def2-TZVPD.

Last columns: bonded neighbours and bond lengths (Å).
CARTESIAN COORDINATES (ANGSTROEM)
1 F 0.105 -0.200 -1.703  N7 1.407
2 I 0.715 -2.323 0.057  N7 2.053
3 C -0.191 0.589 0.355  H4 1.075, H5 1.031, H6 1.099, N7 1.470
4 H -0.526 1.493 -0.120  C3 1.075
5 H -1.059 0.049 0.495  C3 1.031
6 H 0.295 0.718 1.333  C3 1.099
7 N 0.661 -0.326 -0.417  F1 1.407, I2 2.053, C3 1.470

Output
Structure (SMILES) = CN(F)I
Net charge = 0
Multiplicity = 1
Gap between HOMO and LUMO = 8.78 eV
HOMO = -9.199 eV

natural (NBO) charges, unit e, in atom order: atom 1 (F): -0.280, atom 2 (I): 0.287, atom 3 (C): -0.453, atom 4 (H): 0.233, atom 5 (H): 0.183, atom 6 (H): 0.216, atom 7 (N): -0.186

***

Comparing the structures above, x comes out on top by 203.1 kJ/mol.